1.
Molecular formula: C37H59N2O27
Method: DFT, wB97M-V/def2-TZVPD

Output
Total charge: +1
Frontier orbital gap, eV: 6.9
E_tot, Ha: -3585.74903
Largest force on an atom, hartree/bohr: 0.1140
Highest occupied orbital energy, eV: -11.82

Structure (XYZ):
```
125
C37H59N2O27, DFT wB97M-V/def2-TZVPD
C 3.46653 -4.71988 5.72473
C 1.90103 -4.80436 6.17077
O 1.89873 -5.06137 7.60223
C 1.16657 -3.36388 5.95105
O -0.19161 -3.49366 5.42540
C -0.37558 -2.76415 4.23169
N 0.56365 -3.04455 3.15106
C 0.48794 -2.41132 1.86132
C 1.51947 -2.76016 0.66408
C 0.79706 -3.96215 -0.16127
O 1.08947 -5.16292 0.01240
O -0.24467 -3.55178 -1.07765
C -0.61217 -1.37575 1.53183
C -1.65975 -1.02603 2.63084
C -2.81557 0.01236 2.24652
O -3.78197 -0.46558 1.59377
O -2.81694 1.39291 2.55873
C -1.54234 -1.73440 4.01679
C -2.61410 -1.45108 5.18899
C -3.12932 -2.71670 5.89187
C -4.16853 -2.47288 7.05521
C -4.45758 -0.94760 7.25288
C -3.84955 0.20341 6.42663
N -2.91889 -0.08375 5.37272
H 3.53914 -5.13376 4.65584
H 4.12869 -5.28133 6.46351
H 3.80896 -3.61475 5.72465
H 1.36347 -5.64196 5.58306
H 1.34286 -5.85570 7.80478
H 1.84058 -2.66095 5.34723
H 1.06692 -2.88446 7.00004
H 1.32176 -3.74708 3.27794
H 2.53091 -3.11072 1.05750
H 1.66080 -1.86431 -0.04249
H -1.04952 -3.44156 -0.50180
H -0.67172 -0.88460 0.50246
H -1.92180 1.73613 2.32931
H -2.77784 -3.77685 5.61306
H -4.62109 -3.30312 7.68325
H -5.20930 -0.65980 8.07452
H -4.15389 1.28163 6.69409
C -0.62994 -5.22619 -7.24968
O -0.73177 -5.97023 -6.03532
C 0.05239 -5.51737 -5.04226
O 0.79971 -4.57025 -5.10339
O -0.14098 -6.30132 -3.96898
C 0.63499 -5.93308 -2.82905
H -1.30422 -5.68047 -7.97630
H -0.93737 -4.18978 -7.09357
H 0.38691 -5.27216 -7.64639
H 0.37849 -4.92892 -2.49989
H 1.70293 -6.00763 -3.04966
H 0.40029 -6.63017 -2.02460
C -3.78795 8.35260 1.72455
O -3.32600 7.24942 0.94527
C -3.72167 6.04905 1.40023
O -4.40608 5.84948 2.37359
O -3.22093 5.10774 0.58049
C -3.56332 3.77232 0.94396
H -3.40927 9.26657 1.26578
H -4.87933 8.39323 1.72605
H -3.40199 8.29240 2.74454
H -4.64563 3.62993 0.91405
H -3.16927 3.53037 1.93168
H -3.10743 3.09962 0.21579
C -0.81600 3.10421 5.77306
O -0.90221 2.34179 6.97506
C -0.09803 2.78285 7.95927
O 0.64889 3.72717 7.89348
O -0.27307 1.98679 9.02757
C 0.52426 2.34032 10.15770
H -1.50269 2.66257 5.04889
H -1.11850 4.13871 5.94979
H 0.19523 3.06201 5.36128
H 0.27529 3.34500 10.50598
H 1.58726 2.26691 9.91756
H 0.30153 1.63291 10.95726
C 4.67495 0.53524 -0.95597
O 4.57736 -0.22723 0.24819
C 5.37197 0.20733 1.24284
O 6.12192 1.14801 1.18957
O 5.18206 -0.59317 2.30779
C 5.96916 -0.24581 3.44746
H 3.99315 0.09588 -1.68537
H 4.37430 1.57070 -0.78202
H 5.68846 0.48971 -1.35981
H 5.72020 0.75878 3.79626
H 7.03407 -0.32229 3.21805
H 5.73592 -0.95501 4.24278
C 5.34043 -9.22724 -9.02780
O 4.07317 -8.63194 -8.75375
C 3.99210 -8.03717 -7.55182
O 4.87381 -7.97552 -6.72994
O 2.75680 -7.52257 -7.42451
C 2.52648 -6.85509 -6.18513
H 5.29040 -9.67547 -10.02072
H 6.12912 -8.47161 -9.02908
H 5.56097 -10.01484 -8.30384
H 3.20284 -6.00492 -6.07314
H 2.63526 -7.54874 -5.34762
H 1.50187 -6.48126 -6.19248
C -2.40013 6.65854 -2.97943
O -3.16429 6.20356 -4.09603
C -3.15023 4.87118 -4.26827
O -2.56470 4.07213 -3.57756
O -3.90208 4.58314 -5.34464
C -3.97865 3.19174 -5.65045
H -2.48328 7.74515 -2.93722
H -2.79483 6.24606 -2.04812
H -1.34621 6.39805 -3.10183
H -4.43701 2.64060 -4.82632
H -2.98799 2.79229 -5.87906
H -4.60842 3.07869 -6.53359
C -2.27488 6.78358 -6.97789
O -2.05997 8.02640 -7.64549
C -0.76627 8.36187 -7.78172
O 0.17840 7.71579 -7.39678
O -0.70748 9.54242 -8.42118
C 0.61718 10.02573 -8.63668
H -3.35018 6.61368 -6.92371
H -1.82366 5.96169 -7.53927
H -1.88039 6.81979 -5.96177
H 1.18324 9.33290 -9.26323
H 1.12696 10.19071 -7.68478
H 0.54289 10.98064 -9.15823
```


2.
Molecular formula: C19H23F9NO6
Method: DFT, wB97M-V/def2-TZVPD

Output
Total charge: +1
Frontier orbital gap, eV: 6.2
E_tot, Ha: -2142.16330
Largest force on an atom, hartree/bohr: 0.0983
Highest occupied orbital energy, eV: -12.06

Structure (XYZ):
```
58
C19H23F9NO6, DFT wB97M-V/def2-TZVPD
C -0.69655 0.04805 4.98967
C -1.83206 1.00942 4.87025
C -3.42496 0.62989 5.07469
C -3.93479 -0.90597 5.48369
C -5.57606 -1.13804 5.67664
C -6.56234 0.16247 5.48591
C -5.93470 1.63446 5.06917
N -4.42776 1.78317 4.88413
H -0.42011 -0.31409 6.08320
H -0.01579 -0.33527 4.11851
H -1.52929 2.14325 4.65171
H -3.16503 -1.80362 5.64443
H -5.96067 -2.21081 5.94263
H -7.72625 0.08211 5.64071
H -6.63727 2.58037 4.91016
H -4.05372 2.72371 4.62237
C -4.54182 1.08717 1.64481
C -4.01737 2.41475 1.12995
O -2.71505 2.25059 0.54887
C -2.68477 1.80164 -0.74617
O -3.68783 1.54222 -1.40500
C -1.24473 1.71903 -1.25345
F -0.39754 1.15180 -0.34704
F -0.72890 2.94999 -1.53539
F -1.12203 0.98501 -2.39529
H -3.82606 0.63327 2.33786
H -5.49746 1.22124 2.15974
H -4.68636 0.37563 0.82586
H -3.90679 3.11407 1.96594
H -4.71085 2.87421 0.41636
C 2.49355 0.39056 -0.80267
C 3.81678 -0.11584 -1.34600
O 4.88828 0.21222 -0.44883
C 5.06577 -0.63543 0.61400
O 4.37131 -1.62600 0.82374
C 6.26436 -0.19813 1.45662
F 6.28668 1.14669 1.68473
F 7.45120 -0.50020 0.85578
F 6.29850 -0.78959 2.68408
H 2.55019 1.46289 -0.58925
H 1.68688 0.21410 -1.51997
H 2.23641 -0.10753 0.13736
H 4.03589 0.38014 -2.29793
H 3.78666 -1.19328 -1.54461
C 4.62178 -2.64434 -7.55253
C 3.66778 -3.33699 -6.59716
O 3.28073 -2.44764 -5.53892
C 2.26552 -1.57263 -5.82759
O 1.69556 -1.51876 -6.91375
C 1.92361 -0.72250 -4.60356
F 3.03143 -0.24756 -3.96464
F 1.22070 -1.42658 -3.67027
F 1.16567 0.36907 -4.90630
H 5.48102 -2.23660 -7.01022
H 4.98195 -3.34174 -8.31429
H 4.13489 -1.80302 -8.05549
H 4.17289 -4.18854 -6.12820
H 2.78893 -3.73246 -7.11912
```